A 14-piece molecular cluster, C5H36O14 overall, computed with ωB97M-V/def2-TZVPD.

E_tot   -34437.39854 eV
ΔE to the lowest compared entry with this formula, charge and spin   0.0 kJ/mol
Largest force on an atom   0.7 eV/A
HOMO-LUMO gap   10.88 eV
Highest occupied orbital energy   -10.7 eV

Each line ends with the natural charge from an NBO analysis.
Geometry (Å):
O: 3.283934 0.269962 2.574645  -0.998
O: 1.883808 -2.611196 0.155581  -0.607
O: -0.043567 1.571106 2.142098  -1.011
O: -1.740483 -1.215112 2.846922  -0.995
O: 2.083339 2.813565 -1.391944  -0.985
O: 4.263679 -1.401450 -0.671497  -0.967
O: -3.305851 -2.705173 1.278558  -1.000
O: -2.039078 3.304140 -0.277619  -0.988
O: -2.695177 1.211907 1.424119  -1.043
O: 0.496399 3.741963 0.746606  -1.025
O: -2.794674 1.609289 -2.400523  -0.981
O: 3.834049 1.297053 0.124515  -1.022
O: -3.919209 -0.566991 -0.275297  -1.001
O: 0.975083 -1.089427 2.285756  -1.035
C: 0.239573 -0.413006 -1.538664  -0.409
C: 0.156977 -0.351752 -3.066016  -0.612
C: -0.019331 -2.957960 -1.271106  -0.527
C: 1.399351 -3.136510 -0.828343  0.497
C: -0.593092 -1.563056 -0.969820  -0.401
H: 0.358932 2.939243 1.332307  0.524
H: 3.372741 0.991897 3.210322  0.480
H: -0.764898 -1.238827 2.767884  0.516
H: -3.179658 0.561063 0.863906  0.511
H: -4.882964 -0.549571 -0.255202  0.485
H: -0.087835 -3.188533 -2.334465  0.226
H: -3.120860 0.854252 -1.910564  0.477
H: 0.447389 -1.297876 -3.528654  0.189
H: 0.415064 0.708211 2.187707  0.510
H: 1.195658 -1.614038 1.494704  0.504
H: 4.057992 0.450137 -0.325212  0.501
H: -2.552917 2.012067 0.868465  0.506
H: -2.041282 -0.332063 2.601223  0.498
H: 3.228647 1.795228 -0.472864  0.512
H: -2.712917 -2.240131 1.926923  0.516
H: 0.841802 0.407797 -3.451368  0.201
H: 5.019407 -1.545788 -0.096488  0.478
H: -2.472844 2.230538 -1.718938  0.489
H: -0.712591 -1.468203 0.111559  0.218
H: -0.853944 -0.114179 -3.398547  0.231
H: 1.361289 4.109375 0.962080  0.492
H: -0.993231 1.396085 2.012286  0.505
H: 3.522057 0.656962 1.694533  0.517
H: 3.532442 -1.855666 -0.217780  0.495
H: -0.599752 -3.726624 -0.748103  0.248
H: 1.613184 2.453905 -2.159401  0.485
H: -0.194487 0.498727 -1.122689  0.215
H: 2.023759 -3.818457 -1.429456  0.132
H: 1.798942 -0.607060 2.526191  0.517
H: -1.601532 -1.522995 -1.373611  0.223
H: -3.668446 -1.425440 0.150686  0.519
H: 1.274082 -0.470362 -1.203994  0.200
H: 1.417589 3.117468 -0.728881  0.501
H: -1.083966 3.469703 -0.144812  0.520
H: -2.509823 4.121705 -0.094714  0.495
H: -2.912758 -3.565901 1.116992  0.475

Forces on atoms 1 to 3 (eV/Å):
O 0.1457 0.2258 0.0767
O -0.1319 -0.1353 -0.3174
O 0.2402 0.0951 0.1851